Formula: C5H20AgCl2N8O5
Source: OMol25
Level of theory: ωB97M-V/def2-TZVPD

Last column: Mulliken spin population.
CARTESIAN COORDINATES (ANGSTROEM)
1 Ag -1.525 -2.526 -3.480  0.474
2 Cl 0.095 -4.472 -4.418  0.300
3 Cl -2.759 -0.425 -2.496  0.183
4 C 0.886 -1.183 -0.915  0.000
5 O 0.371 -2.258 -1.707  0.001
6 H 0.297 -1.086 -0.001  0.000
7 H 1.943 -1.391 -0.741  0.000
8 H 0.764 -0.266 -1.487  0.000
9 H 0.519 -3.083 -1.237  0.000
10 C -4.350 -4.270 -4.688  0.000
11 O -3.371 -3.862 -4.104  0.005
12 N -4.221 -5.187 -5.692  0.001
13 N -5.618 -3.758 -4.543  0.000
14 H -4.963 -5.659 -6.171  0.000
15 H -3.267 -5.294 -5.997  0.000
16 H -6.290 -4.304 -5.057  0.000
17 H -5.820 -3.489 -3.594  0.000
18 C -2.547 -3.815 -0.492  0.002
19 O -1.917 -3.934 -1.528  0.009
20 N -3.881 -3.520 -0.499  0.000
21 N -2.050 -4.172 0.733  0.001
22 H -4.258 -3.334 -1.410  -0.001
23 H -4.396 -3.437 0.354  0.000
24 H -2.346 -3.714 1.576  0.000
25 H -1.136 -4.584 0.783  0.000
26 C -2.311 -1.489 -6.784  0.002
27 O -2.282 -1.833 -5.624  0.010
28 N -3.090 -2.174 -7.727  0.001
29 N -1.476 -0.580 -7.356  0.000
30 H -3.779 -2.815 -7.373  0.000
31 H -3.390 -1.527 -8.442  0.000
32 H -0.713 -0.253 -6.789  0.000
33 H -1.721 -0.130 -8.216  0.000
34 C 0.930 -0.396 -4.819  0.003
35 O 0.152 -1.209 -4.368  0.010
36 N 0.508 0.912 -5.014  0.000
37 N 2.100 -0.733 -5.418  0.000
38 H 1.170 1.653 -5.158  0.000
39 H -0.334 1.059 -4.472  0.000
40 H 2.576 -0.156 -6.083  0.000
41 H 2.426 -1.660 -5.201  0.000

Summary:
HOMO level (spin up / spin down)	-8.31 / -7.75	eV
total charge	0
energy relative to the best compared isomer or geometry (same formula, charge and spin)	110.3	kJ/mol
electronic energy	-2084.22788	Eh
multiplicity	2
⟨S²⟩	0.76